94
Properties=species:S:1:pos:R:3 method="wB97M-V/def2-TZVPD" homo_lumo_gap_ev="4.49 / 4.53" total_charge=-2 multiplicity=2 de_lowest_ev=4.747 e_homo_ev="-0.71 / -0.75"
Ir -0.158 -0.545 -0.083
C -2.115 -5.800 0.044
C -1.444 -4.604 0.668
C -0.212 -4.220 0.235
C 0.580 -3.117 0.620
C 0.288 -2.058 1.472
C -0.675 -1.956 2.583
C -2.126 -4.112 1.872
S 1.716 -1.020 1.881
O 1.227 -0.098 2.906
O 2.829 -1.847 2.316
N 2.026 -0.153 0.575
C 3.083 -0.577 -0.275
C 2.592 -1.320 -1.552
O 3.423 -1.820 -2.303
O 1.340 -1.363 -1.727
H -1.552 -6.154 -0.818
H -3.127 -5.554 -0.282
H -2.188 -6.623 0.761
H 0.225 -4.820 -0.559
H 1.545 -3.050 0.130
H -0.101 -1.888 3.515
H -3.191 -4.326 1.876
H 3.784 -1.230 0.267
H 3.638 0.299 -0.641
C -4.340 1.136 4.308
S -2.730 1.675 4.976
C -2.679 3.335 4.395
C -2.572 3.697 3.093
S -2.525 2.662 1.733
S -2.511 5.434 2.799
C -3.100 5.884 4.418
S -3.118 7.505 4.895
S -2.693 4.608 5.608
H -4.727 0.384 4.986
H -4.174 0.705 3.320
H -5.001 1.994 4.258
Te -1.301 0.141 2.226
C -1.720 -2.992 2.774
C -1.406 -4.413 3.210
C -2.185 -4.816 4.373
C -3.070 -3.900 4.780
S -3.060 -2.408 3.866
H -0.395 -4.792 3.108
H -2.014 -5.764 4.859
H -3.764 -3.985 5.596
C -3.184 -0.449 1.560
H -3.791 0.273 1.035
H -3.351 -1.475 1.258
C -3.341 1.641 -2.828
C -2.586 2.380 -1.732
O -1.193 2.405 -1.969
P -0.226 1.094 -1.753
O 1.146 1.923 -1.827
C 1.435 2.802 -0.742
C 1.446 4.239 -1.237
O -0.220 0.425 -3.220
C 0.310 1.059 -4.373
C -0.418 0.511 -5.592
H -4.406 1.836 -2.723
H -3.157 0.571 -2.748
H -3.011 1.987 -3.807
H -2.799 1.920 -0.763
H -2.888 3.431 -1.696
H 2.408 2.518 -0.336
H 0.687 2.687 0.046
H 2.215 4.376 -1.996
H 1.632 4.914 -0.406
H 0.478 4.473 -1.673
H 1.380 0.835 -4.436
H 0.182 2.144 -4.298
H -0.341 -0.572 -5.598
H 0.023 0.910 -6.502
H -1.471 0.777 -5.553
C -4.892 -2.912 -3.530
C -4.129 -3.848 -2.590
N -2.707 -3.853 -2.833
C -1.873 -2.881 -2.367
S -2.444 -1.734 -1.286
N -0.608 -2.884 -2.773
C 0.058 -3.943 -3.489
C 0.001 -3.730 -5.004
H -5.956 -2.942 -3.306
H -4.744 -3.202 -4.570
H -4.529 -1.898 -3.390
H -4.489 -4.875 -2.705
H -4.284 -3.522 -1.560
H -2.407 -4.338 -3.665
H 0.017 -2.148 -2.414
H -0.378 -4.913 -3.215
H 1.103 -3.921 -3.170
H -1.028 -3.697 -5.362
H 0.531 -4.527 -5.520
H 0.478 -2.785 -5.247